Record 1
C25H69N7O24 | ωB97M-V/def2-TZVPD

E_LUMO (eV): 0.086
Gap between HOMO and LUMO (eV): 9.671
Largest force on an atom (eV Å⁻¹): 4.1
E_HOMO (eV): -9.58
E_tot (eV): -86587.912
Multiplicity: 1

XYZ file:
```
125
C25H69N7O24 | the Open Molecules 2025 dataset | ωB97M-V/def2-TZVPD
C -16.25728 -15.38404 -0.54091
O -15.82172 -16.44816 -1.36710
H -15.36018 -14.72905 -0.26890
H -16.94496 -14.71392 -1.04815
H -16.68152 -15.79690 0.36867
H -14.99689 -16.88074 -1.02960
C -14.35218 -24.36305 8.95957
O -14.36443 -23.28118 8.06755
H -13.50403 -24.25454 9.62643
H -15.24453 -24.20046 9.54050
H -14.52387 -25.32347 8.47636
H -13.54785 -23.18757 7.60390
C -16.65417 -20.20370 3.61607
N -17.77005 -19.50525 4.27028
O -18.39697 -20.09692 5.13168
O -17.92967 -18.34933 4.01342
H -16.71869 -20.08828 2.45704
H -16.61956 -21.22777 3.92831
H -15.69778 -19.73746 3.85723
C -19.06102 -16.35566 1.96835
N -20.03845 -16.79604 0.91954
O -19.83209 -16.50251 -0.25112
O -21.03216 -17.41039 1.27812
H -19.38268 -16.77872 2.89237
H -19.04288 -15.23992 1.97252
H -18.10304 -16.75432 1.60878
C -12.67917 -20.81976 4.21053
N -12.46527 -22.27336 4.70992
O -13.11992 -22.61099 5.64548
O -11.56693 -22.85134 4.21649
H -11.74106 -20.37741 4.15608
H -13.34456 -20.31970 4.87602
H -13.03670 -20.89101 3.20988
C -11.43498 -25.81833 6.81111
N -11.09356 -26.32913 8.13648
O -10.88909 -25.51396 9.03247
O -11.01975 -27.51680 8.29472
H -10.55807 -25.65596 6.22761
H -11.84350 -24.80892 6.95068
H -12.05650 -26.55887 6.33714
C -19.89599 -18.36016 9.13511
N -20.05251 -17.08133 8.24598
O -19.93513 -16.01523 8.82828
O -20.30843 -17.21257 7.08042
H -19.30878 -19.04909 8.55893
H -20.89756 -18.75675 9.24122
H -19.47483 -17.95847 10.08252
C -19.65678 -13.60438 5.61254
N -18.44915 -13.88598 4.72381
O -18.15509 -13.16289 3.81049
O -17.86308 -14.93454 4.92393
H -20.20645 -14.54347 5.70820
H -20.30399 -12.85201 5.17575
H -19.29919 -13.26817 6.60368
C -18.10904 -18.76294 -1.65733
N -17.10337 -19.30073 -0.70818
O -16.25967 -20.09809 -1.07018
O -17.06327 -18.81765 0.40136
H -19.09897 -18.90797 -1.31121
H -17.86382 -19.17076 -2.70715
H -17.98110 -17.69472 -1.68378
C -12.64718 -16.93822 4.96378
O -13.82504 -17.33188 4.35479
C -14.95963 -16.59893 4.76548
C -15.39612 -16.83911 6.17328
O -15.53692 -18.23270 6.32975
C -16.08852 -18.62535 7.58088
H -11.77720 -17.09642 4.32595
H -12.56071 -17.56730 5.81177
H -12.61124 -15.87787 5.20094
H -15.80205 -16.82003 4.11472
H -14.84593 -15.49602 4.52686
H -16.28410 -16.32678 6.35091
H -14.58607 -16.47263 6.84276
H -15.98149 -19.69333 7.65411
H -17.13058 -18.32249 7.69661
H -15.55112 -18.13667 8.37692
C -12.65337 -18.32545 9.19978
O -13.17258 -17.19491 9.87977
C -12.67090 -15.95669 9.39912
C -13.51808 -14.79353 9.89722
O -14.79373 -14.71439 9.35216
C -15.82111 -15.30895 10.13468
H -11.58013 -18.10357 9.03057
H -13.15855 -18.56817 8.24951
H -12.75515 -19.19465 9.88999
H -12.66409 -16.02719 8.27515
H -11.64356 -15.66277 9.74739
H -13.01798 -13.87073 9.63451
H -13.55344 -14.83399 10.97925
H -16.56511 -15.63138 9.45118
H -16.14070 -14.67887 10.93741
H -15.35454 -16.23213 10.50797
C -11.83209 -16.53402 0.27981
O -12.98555 -17.27768 -0.12275
C -13.28746 -18.37479 0.67714
C -12.35333 -19.54637 0.59723
O -11.17007 -19.26231 1.33239
C -10.21923 -20.29963 1.47208
H -11.70832 -15.77282 -0.50622
H -10.98593 -17.13785 0.44493
H -12.00630 -16.11675 1.32998
H -14.28741 -18.70833 0.39840
H -13.18837 -18.02255 1.67739
H -12.17372 -19.77992 -0.48113
H -12.74554 -20.53825 0.90757
H -9.78921 -20.57373 0.44278
H -10.71800 -21.11023 1.99048
H -9.38612 -19.90270 2.06229
C -17.54059 -21.77035 9.81418
O -17.47486 -20.44182 10.28378
C -17.61290 -20.39826 11.68220
C -16.95791 -19.08969 12.15802
O -15.56058 -19.06819 11.83066
C -15.02273 -17.96801 12.56130
H -17.70144 -21.75804 8.73451
H -18.30688 -22.34225 10.28726
H -16.59742 -22.28383 10.02647
H -16.98078 -21.21307 12.10455
H -18.60124 -20.50738 12.05012
H -16.99148 -19.05611 13.24941
H -17.51376 -18.25827 11.71861
H -15.63427 -17.04670 12.41353
H -14.02956 -17.79735 12.23331
H -14.99410 -18.25535 13.58035
```

Record 2
C25H70F6O20PS10 | ωB97M-V/def2-TZVPD

E_LUMO (eV): 1.190
Charge: -1
Gap between HOMO and LUMO (eV): 6.838
Largest force on an atom (eV Å⁻¹): 4.4
E_HOMO (eV): -5.65
E_tot (eV): -201952.875
Energy above the lowest of the compared OMol25 structures with the same formula, charge and spin (eV): 5.6637
Multiplicity: 1

XYZ file:
```
132
C25H70F6O20PS10 | the Open Molecules 2025 dataset | ωB97M-V/def2-TZVPD
P -0.58617 0.77668 -0.67909
F 0.23345 0.22171 -1.89396
F -0.19085 2.34021 -0.85502
F -1.69866 1.17484 -1.79282
F -1.57116 1.23370 0.56844
F -1.13759 -0.71943 -0.45425
F 0.80305 0.65124 0.28032
O -5.19993 -5.52273 3.14611
S -4.60687 -6.21134 2.01267
O -5.16867 -7.48977 1.56038
O -4.43831 -5.17061 0.66417
C -3.61535 -3.97792 0.86559
C -3.94012 -3.05304 -0.31430
C -2.92115 -6.58238 2.36177
H -2.54822 -4.18307 0.95073
H -3.75496 -3.42016 1.79161
H -4.73282 -2.34801 -0.06399
H -4.35158 -3.56049 -1.18682
H -3.14950 -2.34423 -0.56050
H -2.40865 -5.62437 2.44935
H -2.45617 -7.25049 1.63685
H -3.00089 -7.13987 3.29502
O 4.67756 -3.11837 0.93058
S 5.43042 -2.19947 0.03513
O 5.80206 -2.65065 -1.34431
O 4.61175 -0.78485 -0.04499
C 4.86690 0.13481 -1.01086
C 3.52722 0.70890 -1.40688
C 6.91947 -1.54227 0.88567
H 5.47616 -0.29399 -1.80651
H 5.59546 0.91518 -0.79100
H 3.25637 1.43293 -0.63843
H 2.73080 -0.02324 -1.54033
H 3.68350 1.24791 -2.34130
H 7.77018 -2.19514 0.69035
H 6.74862 -1.43677 1.95702
H 7.01671 -0.55898 0.42547
O 2.46664 -5.89502 -2.35363
S 2.52931 -4.78972 -3.29494
O 3.46524 -4.80800 -4.39552
O 0.91602 -4.53864 -3.71532
C 0.70898 -3.37945 -4.55336
C -0.14495 -2.34724 -3.89009
C 2.72261 -3.29653 -2.27567
H 0.20950 -3.64613 -5.48476
H 1.52992 -2.82630 -5.00962
H -1.17938 -2.66998 -3.77228
H 0.02136 -1.33193 -4.25006
H 0.25621 -2.14402 -2.89719
H 2.96039 -2.46144 -2.93459
H 3.49451 -3.58408 -1.56182
H 1.73978 -3.13805 -1.83177
O -5.02042 1.36776 -3.35175
S -4.49629 2.43774 -4.21561
O -4.06738 3.71830 -3.72700
O -3.43686 1.82805 -5.31519
C -2.48148 0.99297 -4.74092
C -1.04888 1.42182 -4.93726
C -5.73107 2.80071 -5.42367
H -2.57916 0.07484 -5.32021
H -2.58838 0.63233 -3.71789
H -0.93630 1.98343 -5.86463
H -0.30040 0.63286 -4.86368
H -0.80477 2.16110 -4.17439
H -5.77276 1.85331 -5.96106
H -5.32433 3.72434 -5.83546
H -6.71232 3.15204 -5.10456
O 6.56511 3.45173 4.60037
S 6.17510 2.73025 3.36463
O 5.98775 1.27221 3.43448
O 4.79458 3.39554 2.76221
C 4.01040 2.62054 1.81289
C 3.03117 1.59957 2.49785
C 7.32913 3.16629 1.84937
H 4.68071 2.13785 1.10169
H 3.44488 3.40806 1.31479
H 3.51096 0.90088 3.18323
H 2.62635 0.89209 1.77419
H 2.20077 1.98166 3.09161
H 6.78580 2.90071 0.94253
H 8.28146 2.65437 1.98758
H 7.41224 4.25301 1.86454
C 0.92949 -5.42632 1.22608
S 0.31364 -3.67996 1.14527
O -0.67709 -3.46321 2.26458
C 1.79221 -2.70033 1.47911
H 1.26810 -5.57117 2.25197
H 1.66497 -5.51022 0.42599
H 0.24440 -6.19349 0.86524
H 2.28839 -2.89391 2.43013
H 1.38746 -1.69210 1.56708
H 2.38296 -2.61215 0.56734
C 3.08439 4.65189 -1.79385
S 1.62309 5.53331 -2.51285
O 1.98183 6.97652 -2.78208
C 0.71854 5.49291 -0.94691
H 3.53188 4.10701 -2.62508
H 2.79724 3.83210 -1.13537
H 3.78894 5.32000 -1.29851
H 0.52895 4.45085 -0.68947
H -0.16350 6.12874 -0.87074
H 1.37993 5.88160 -0.17258
C -1.74676 -0.08374 4.84280
S -3.46391 -0.66893 4.42135
O -4.32848 0.60791 4.44628
C -3.16438 -0.80505 2.60755
H -1.66616 0.48971 5.76625
H -1.25808 0.63566 4.18572
H -1.07848 -0.93554 4.71648
H -4.02639 -1.23961 2.10139
H -2.44274 -1.58836 2.37572
H -2.98748 0.13214 2.07983
C -5.78826 0.53785 0.09007
S -6.16704 1.99830 1.15569
O -5.62734 1.76169 2.58009
C -4.78499 2.92315 0.33631
H -4.87004 -0.02601 0.25452
H -5.81739 0.89155 -0.94053
H -6.52034 -0.26970 0.08654
H -4.40050 3.73004 0.96016
H -4.92595 3.14659 -0.72118
H -3.92953 2.24772 0.34495
C -1.53690 3.90123 2.62045
S -2.69743 4.18659 4.07085
O -3.76491 3.04327 3.98245
C -1.47092 3.66624 5.45376
H -0.89527 3.02405 2.70390
H -0.71412 4.61585 2.64202
H -2.08425 4.04348 1.68864
H -0.58292 4.29246 5.36767
H -1.12512 2.63841 5.34385
H -1.90357 3.74471 6.45113
```